1.
This record from the OMol25 dataset describes an isolated ion of composition C2H9N2O and charge +2 at a distorted geometry. The level of theory is wB97M-V/def2-TZVPD.

XYZ file:
```
14
Properties=species:S:1:pos:R:3:forces:R:3
C -0.135 -0.831 0.936 -1.62 0.76 0.44
N -1.433 -0.159 0.482 -0.24 -1.10 -1.33
H -0.350 -1.878 1.145 0.26 -0.04 0.17
H 0.114 -0.253 1.836 0.61 -0.34 0.10
H -1.216 0.786 0.139 -0.08 0.39 0.27
H -2.227 -0.144 1.137 0.51 0.02 0.58
N 0.843 -0.689 -0.087 0.52 0.23 -1.08
C 1.010 0.432 -0.940 -0.50 1.19 0.20
O 0.398 1.507 -0.327 0.29 1.29 0.23
H 1.588 -1.360 -0.252 -0.17 -0.90 0.43
H -1.821 -0.677 -0.324 0.07 0.12 0.11
H 2.080 0.540 -1.156 0.12 0.08 -0.07
H 0.469 0.338 -1.913 0.41 -0.94 -0.20
H 0.681 2.388 -0.675 -0.18 -0.75 0.16
```
Forces are in eV/Å.

The highest occupied orbital energy (spin up / spin down) is -21.3 / -21.4 eV. As for the expectation value of S²: 0.75. The net charge is +2. The HOMO-LUMO gap (spin up / spin down) is 13.33 / 7.95 eV. Its molar mass is 77.11 u. Its multiplicity is 2.

---

2.
This record from the OMol25 dataset describes a 2-piece molecular cluster, C3H9NO2 overall at a distorted geometry. The level of theory is wB97M-V/def2-TZVPD.

XYZ file:
```
15
Properties=species:S:1:pos:R:3:forces:R:3
C -1.046 0.255 -1.402 -0.24 -0.91 -0.03
C -0.730 -0.264 0.047 -1.12 0.82 -0.05
C 0.457 0.491 0.548 2.22 -0.49 0.65
N 0.260 1.746 0.997 -1.80 0.62 0.06
O 1.603 0.027 0.559 -0.28 1.81 0.05
H -2.144 0.278 -1.506 0.49 0.02 -0.23
H -0.637 -0.453 -2.143 -0.15 0.41 0.24
H -0.650 1.261 -1.622 -0.12 -0.44 0.30
H -0.613 -1.359 0.158 0.23 0.81 -0.40
H -1.599 0.046 0.659 0.35 -0.23 -0.05
H -0.732 1.984 1.080 0.88 0.45 0.03
H 0.974 2.437 1.242 -0.34 -0.93 -0.22
O 1.512 -2.303 0.106 0.12 -2.04 0.85
H 1.544 -2.763 0.975 0.04 0.39 -1.04
H 1.800 -1.382 0.303 -0.27 -0.27 -0.16
```
Forces are in eV/Å.

The highest occupied orbital energy is -9.7 eV. The HOMO-LUMO gap is 10.41 eV. Its molar mass is 91.11 u.